Entry 1:
97
Properties=species:S:1:pos:R:3 method="wB97M-V/def2-TZVPD" total_energy_ev=-74140.9947 multiplicity=3 s_squared=2.045 total_charge=+2
Pd -0.75242 -0.07312 -0.82825
C 3.34981 1.55051 0.37802
Sb 1.49136 0.27456 0.22780
C 2.31802 -1.57265 -0.33334
C 2.47305 -2.77994 0.46162
C 1.94880 -3.03793 1.72150
C 2.31484 -4.21457 2.42604
C 3.00225 -5.21341 1.71145
C 3.32513 -4.94418 0.33981
N 3.14505 -3.77613 -0.26513
Si 2.85367 -1.66861 -2.15246
C 2.98283 0.16746 -2.82483
C 4.42682 -2.45092 -2.58586
C 1.43163 -2.64101 -2.97242
C 0.79088 0.24791 2.28320
C -0.38501 -0.72067 2.33766
C -0.78085 -1.30551 3.57310
C -1.78447 -2.24194 3.57338
C -2.40544 -2.62559 2.42036
C -1.93599 -2.10418 1.24627
N -1.02248 -1.06670 1.19687
Si 2.33489 0.23936 3.51065
C 1.96259 -0.69065 5.06996
C 3.77769 -0.75378 2.73185
C 2.90179 1.91788 4.00421
Si -0.11437 1.96604 2.59536
C -1.85743 1.84826 1.81595
C -0.22762 2.50772 4.47602
C 0.68790 3.37435 1.64001
H 4.05994 0.99924 -0.20930
H 3.67232 1.56840 1.42146
H 3.15996 2.55377 0.03967
H 1.20922 -2.33908 2.06903
H 2.02806 -4.32761 3.59852
H 3.26970 -6.15502 2.13329
H 3.73533 -5.67769 -0.25219
H 4.00252 0.52998 -2.58999
H 2.34058 0.82957 -2.37736
H 2.80201 0.07777 -3.87916
H 5.04653 -2.85552 -1.78838
H 5.08298 -1.76651 -3.09230
H 4.22394 -3.28181 -3.26393
H 0.55251 -2.05381 -2.72820
H 1.28542 -3.67145 -2.73217
H 1.68302 -2.49377 -4.07814
H -0.31870 -0.86981 4.51063
H -2.15123 -2.64096 4.50548
H -3.21128 -3.33643 2.37828
H -2.43217 -2.27295 0.32322
H 1.69725 -1.72181 4.76697
H 1.33218 -0.25977 5.80012
H 2.92635 -0.86513 5.50240
H 3.88800 -0.69893 1.66536
H 3.72045 -1.81032 2.99127
H 4.73231 -0.42474 3.12918
H 2.40687 2.16008 5.05943
H 2.73799 2.72106 3.29962
H 3.96233 1.82055 4.25917
H -2.47786 1.00229 2.06810
H -1.65322 1.72522 0.73336
H -2.53562 2.69210 2.02146
H -1.18059 3.01200 4.79699
H 0.48891 3.35467 4.51491
H 0.06495 1.79825 5.25800
H 0.86483 3.11190 0.55320
H 1.64896 3.66201 1.97431
H -0.06926 4.16158 1.78593
C -0.50856 1.89068 -6.09301
C 0.48476 1.90609 -4.93938
C -0.09148 1.17926 -3.76454
N -0.55913 0.64750 -2.88499
H -0.01945 2.30293 -6.98577
H -1.36519 2.41361 -5.77447
H -0.80686 0.87166 -6.28761
H 0.63818 2.99271 -4.61778
H 1.44378 1.34319 -4.99018
C -4.57047 2.58451 -2.95756
C -3.34037 2.27389 -2.09463
N -3.46406 0.86195 -1.69580
C -4.43156 0.73018 -0.59216
C -5.76295 1.28971 -1.09676
N -5.64453 1.58152 -2.55165
C -5.32062 0.25333 -3.23689
C -3.82772 0.06000 -2.84490
H -4.57919 2.35261 -4.00816
H -5.10405 3.52302 -2.79840
H -3.37672 2.80831 -1.13540
H -2.45438 2.50577 -2.65789
H -4.08017 1.39760 0.24157
H -4.44681 -0.29751 -0.30366
H -6.09639 2.13948 -0.49642
H -6.54186 0.56990 -0.92260
H -6.55673 1.88898 -2.93075
H -5.41763 0.53606 -4.25061
H -6.12230 -0.40670 -2.93367
H -3.31252 0.31552 -3.73800
H -3.61344 -0.98567 -2.60495

***

Entry 2:
8
Properties=species:S:1:pos:R:3 method="wB97M-V/def2-TZVPD" total_energy_ev=-15925.6637 multiplicity=1 de_lowest_kcal_mol=32.3
N -1.04359 0.59549 1.04812
N -0.09914 -1.23330 -0.17896
O 1.19336 1.02875 -0.61798
S 0.32500 0.04311 0.75423
H -0.96192 1.29260 1.77504
H -0.97056 -1.24858 -0.81394
H 0.80170 -1.64084 -0.50341
H 0.75515 1.16276 -1.46310

***

Entry 3:
17
Properties=species:S:1:pos:R:3 method="wB97M-V/def2-TZVPD" total_energy_ev=-9892.0991 multiplicity=1 de_lowest_kcal_mol=123.3 total_charge=-1
C 0.73423 0.02184 0.37993
C 0.60715 -0.26162 -1.10294
C 0.91377 1.07607 -1.87620
O -0.05853 1.96099 -2.09486
N -0.61438 0.17275 0.97697
C -1.63140 -1.23656 1.87119
O -1.88862 -1.19028 3.06952
H 1.31428 -0.81050 0.86704
H 1.49208 0.87696 0.61532
H 1.33600 -0.99796 -1.47750
H -0.43329 -0.55233 -1.23395
H 1.73767 1.54300 -1.29806
H 1.40212 0.60868 -2.81237
H -0.95669 0.82684 0.18343
H -0.85263 1.05442 1.45377
H -2.30177 -1.21038 0.92959
H -0.79999 -1.88193 1.54911

***

Entry 4:
107
Properties=species:S:1:pos:R:3 method="wB97M-V/def2-TZVPD" total_energy_ev=-93218.3464 multiplicity=5 de_lowest_kcal_mol=0.0 s_squared=6.014
Cr -9.77551 -3.49064 9.45074
C -11.02560 -3.35794 5.75493
C -11.68103 -2.85587 7.02564
O -11.37046 -3.63156 8.12749
H -9.94028 -3.19579 5.70874
H -11.45783 -2.83757 4.89798
H -11.07717 -4.43688 5.59299
H -12.76708 -2.82641 6.81506
H -11.50529 -1.77122 7.12589
C -11.59967 0.08743 9.70297
C -10.18922 -0.25132 10.19677
O -9.60690 -1.32896 9.56467
H -11.68412 -0.06306 8.62548
H -11.85544 1.11541 9.97551
H -12.39463 -0.50917 10.15477
H -10.21622 -0.29949 11.30180
H -9.54431 0.64370 10.15669
C -11.18814 -3.48554 12.59190
C -12.44540 -2.63389 12.82252
O -13.56953 -3.22401 12.25015
O -11.13971 -3.80623 11.19948
H -11.21207 -4.35982 13.24524
H -10.30701 -2.90522 12.86443
H -12.27973 -1.60571 12.47943
H -12.61514 -2.49404 13.89394
H -13.49148 -3.08443 11.29046
H -11.84392 -4.46804 11.12160
C -12.61813 0.73047 5.71019
C -12.13487 2.16081 5.71310
O -10.94055 2.37268 6.41271
O -11.70161 -0.13438 5.02851
H -13.63634 0.53233 5.37431
H -12.69174 0.33840 6.73725
H -12.91972 2.88856 5.94321
H -11.95734 2.43797 4.66131
H -10.51644 1.53568 6.67801
H -11.01835 -0.36329 5.66899
C -6.28082 -2.15818 11.41561
C -7.65738 -2.76332 11.69946
O -7.98147 -3.75578 10.69891
O -5.28917 -3.12711 11.71035
H -6.22644 -1.23790 12.00774
H -6.18355 -1.83130 10.38028
H -8.47409 -2.05586 11.83733
H -7.64957 -3.29327 12.66053
H -7.14792 -4.24261 10.60483
H -5.21378 -3.17682 12.66956
C -7.47305 2.51963 10.23275
C -6.46071 1.40481 10.37524
O -5.70458 1.54297 11.58290
O -6.83233 3.76167 9.99966
H -8.08647 2.54095 11.13688
H -8.12589 2.22615 9.40969
H -5.72759 1.35030 9.56839
H -7.05151 0.47805 10.40537
H -5.08992 0.81218 11.67454
H -6.43420 4.05003 10.82684
C -8.23511 -0.13468 6.37307
C -6.91855 -0.11732 7.13518
O -6.90143 -1.27733 7.95948
O -9.27557 0.31190 7.27057
H -8.51786 -1.09671 5.94059
H -8.28605 0.59094 5.55840
H -6.87518 0.80902 7.71193
H -6.01560 -0.12452 6.52693
H -7.66349 -1.23864 8.54479
H -9.36885 -0.29743 8.03360
C -10.16227 1.31437 14.06839
C -9.18976 0.16377 13.91472
O -8.74619 -0.24528 15.21801
O -11.43829 0.91902 14.55845
H -10.34576 1.89974 13.16560
H -9.72586 2.02970 14.77689
H -8.29490 0.49985 13.38341
H -9.69529 -0.65209 13.38936
H -9.05357 -1.14491 15.35380
H -11.28409 0.19187 15.17332
C -14.00893 2.96162 8.73726
C -14.38515 3.47974 10.11281
O -13.88119 4.80692 10.29843
O -14.55666 3.73190 7.67146
H -14.49568 1.98809 8.63207
H -12.93533 2.79516 8.61074
H -13.96472 2.80569 10.86807
H -15.47429 3.40528 10.17331
H -14.29228 5.07704 11.12964
H -14.02375 4.53591 7.63236
C -14.34891 -2.33814 8.66194
C -14.92212 -1.25687 9.54608
O -15.93415 -0.49690 8.89457
O -13.37907 -3.08161 9.38942
H -13.85013 -1.88501 7.79714
H -15.12737 -2.98099 8.23286
H -14.14344 -0.59369 9.91816
H -15.32847 -1.70652 10.46044
H -16.47609 -1.10094 8.37728
H -12.59594 -3.21047 8.82805
C -10.68354 3.90176 11.09993
C -10.50170 4.94468 10.01961
O -11.38188 6.05033 10.22233
O -10.20021 4.41311 12.33758
H -10.11001 3.01164 10.83037
H -11.71307 3.54752 11.20002
H -10.71757 4.57903 9.00693
H -9.48049 5.32429 10.02944
H -12.28968 5.69236 10.26296
H -10.87253 5.02083 12.66105